1.
{"formula": "C3H2HgO3", "method": "wB97M-V/def2-TZVPD", "symbols": ["C", "C", "O", "C", "O", "O", "Hg", "H", "H"], "coordinates": [[-1.61053, 0.51876, -0.02796], [-0.53702, 1.26070, -0.03480], [0.44790, 1.88534, 0.09201], [1.07649, -1.79403, 0.07070], [0.35343, -2.68809, 0.16101], [1.77676, -0.87264, -0.05682], [2.60245, 1.23709, -0.15253], [-2.04604, 0.20559, -0.97755], [-2.06343, 0.24729, 0.92594]], "forces_ev_per_angstrom": [[0.416, 0.192, -0.520], [-1.035, -0.866, 0.822], [-0.617, 0.749, -0.295], [-1.436, -1.487, -0.063], [0.784, 0.771, 0.041], [0.123, -0.678, 0.082], [1.603, 1.049, -0.138], [0.019, 0.141, 0.309], [0.143, 0.129, -0.237]], "total_charge": 1, "orbital_gap_ev": [9.94, 6.92], "multiplicity": 2, "relative_energy_kcal_mol": 0.00}

2.
{"formula": "C3H2I2O2", "method": "wB97M-V/def2-TZVPD", "symbols": ["C", "C", "C", "O", "O", "I", "I", "H", "H"], "coordinates": [[-1.21337, 0.73669, 2.33150], [-0.07705, -0.36509, -1.62844], [0.97736, -0.38315, -0.83661], [-2.33312, 0.84814, 2.32404], [-0.09354, 0.72599, 2.23542], [1.63213, -2.15244, 0.17091], [2.10342, 1.22113, -0.34509], [-0.44683, 0.47466, -2.09129], [-0.54901, -1.10593, -2.16044]], "forces_ev_per_angstrom": [[-0.124, 0.488, -0.512], [1.237, 0.727, 0.361], [-2.065, 1.228, -2.048], [-4.342, -0.010, 0.414], [4.410, -0.512, 0.151], [1.254, -2.928, 1.747], [0.905, 1.229, 0.506], [-0.479, 2.694, -0.494], [-0.798, -2.915, -0.126]], "orbital_gap_ev": [6.12, 5.40], "multiplicity": 3, "relative_energy_kcal_mol": 13.09}

3.
{"formula": "C3H2IN", "method": "wB97M-V/def2-TZVPD", "symbols": ["C", "C", "C", "N", "I", "H", "H"], "coordinates": [[1.61295, 0.10543, -0.00644], [0.20912, 0.48823, 0.07605], [-1.00680, -0.57768, 0.12369], [2.71175, -0.14515, 0.02959], [-2.89106, 0.15443, 0.04404], [0.02933, 1.57121, -0.29357], [-0.66528, -1.59647, 0.02663]], "forces_ev_per_angstrom": [[-4.493, 0.565, 0.518], [-4.692, -3.020, -1.485], [6.873, 5.649, -0.655], [3.091, -0.716, -0.088], [-0.190, -0.243, 0.028], [-0.079, -1.957, 1.250], [-0.511, -0.277, 0.431]], "orbital_gap_ev": [8.12, 8.12], "smiles": "N#C/C=C/I", "relative_energy_kcal_mol": 35.06}